17
Properties=species:S:1:pos:R:3 method="wB97M-V/def2-TZVPD" lumo_ev=1.15 homo_lumo_gap_ev=10.0083 homo_energy_ev=-8.8619 smiles="C#CCCCC=C" molar_mass_g_mol=94.16 de_lowest_kcal_mol=83.40
C 0.99 1.64 0.77
C 0.08 1.77 -0.20
C 0.15 0.96 -1.45
C -0.54 -0.31 -0.89
C 0.27 -1.00 0.20
C -0.52 -1.98 0.94
C -1.18 -2.71 1.63
H 2.02 1.38 0.55
H 0.83 2.05 1.76
H 0.70 -0.09 0.91
H -0.88 2.23 0.01
H -0.39 1.39 -2.31
H 1.18 0.74 -1.77
H -1.59 -0.10 -0.64
H 1.14 -1.48 -0.30
H -0.51 -1.19 -1.53
H -1.74 -3.31 2.32